Record 1
ORCA calculation (ωB97M-V/def2-TZVPD) on a structure of composition C32H29ClF6I2N5O3PW in a non-equilibrium geometry.

Structure (XYZ):
```
80
Properties=species:S:1:pos:R:3:forces:R:3
F 1.635 -1.012 -4.359 -0.818 -0.067 -0.030
H 2.801 5.225 0.518 0.102 0.182 -0.144
C -0.002 2.752 -2.694 -0.211 -0.118 0.967
H -2.693 0.945 2.383 0.096 -0.150 -0.233
N 1.520 -0.422 1.320 0.186 0.301 0.682
H 2.126 -3.235 -2.303 0.157 -0.058 0.042
C -0.563 3.948 -3.143 0.756 -0.808 -1.536
H -2.159 -3.167 2.551 -0.101 -0.104 0.210
N -0.158 2.369 -1.435 -0.064 -0.222 0.136
W 0.664 0.424 -0.424 -0.154 0.691 -0.908
H 2.565 2.661 3.928 0.013 -0.227 -0.140
H -0.445 -2.176 -1.881 0.191 0.083 -0.323
C -1.784 -3.975 0.621 0.063 0.044 -0.334
C -1.340 4.432 -0.946 -0.072 -0.472 0.370
I -2.802 7.039 -0.383 -0.032 0.099 0.144
C 2.395 0.884 -1.654 0.720 0.834 -0.985
C 2.119 -3.979 -1.514 -0.303 0.530 -0.643
O 1.668 -1.358 -0.897 0.235 -0.022 -0.722
H -2.142 -4.977 0.869 0.061 0.387 -0.185
C 2.128 1.757 2.007 -0.658 -0.485 -0.508
H 2.349 1.911 -2.056 -0.047 -0.337 0.292
F 0.190 0.534 -4.922 -0.040 0.613 0.204
C 2.185 -3.505 -0.194 0.097 -2.047 0.322
C -1.469 -0.726 2.414 -0.127 -0.077 0.266
H 0.567 2.131 -3.361 0.027 -0.285 0.006
F -0.008 -2.443 -4.044 0.209 -0.257 0.347
P 0.073 -1.007 -4.668 -0.037 0.052 0.619
H 2.240 -3.134 2.182 0.048 0.234 0.418
H 3.020 4.897 2.948 0.158 0.162 0.523
C 2.476 2.814 2.858 0.427 0.325 0.601
C 1.858 -5.769 0.535 0.119 -0.859 0.360
C -1.200 -1.712 1.329 -0.352 -0.261 0.340
H 1.896 -5.663 -2.860 -0.045 0.395 0.354
Cl 4.137 0.742 -1.139 -0.691 -0.137 0.395
O 2.126 -4.102 2.170 0.038 -0.245 -0.484
O -0.577 1.402 0.910 -0.137 0.314 -0.071
H -1.322 -4.337 -1.467 -0.038 -0.118 0.077
C 2.020 -2.136 0.027 -0.012 1.710 0.474
C 2.619 4.267 0.966 -0.418 -0.419 0.593
H -3.477 -1.110 0.407 -0.082 0.404 0.150
H -1.684 5.683 -2.573 0.071 0.342 -0.628
N 1.846 2.014 0.677 0.267 0.494 0.135
H 1.887 3.430 -0.829 0.028 -0.185 -0.130
C -1.210 4.761 -2.303 -0.979 1.184 1.167
H -1.587 -1.198 3.409 -0.006 0.160 -0.597
N 2.104 -1.601 1.272 0.310 -0.315 0.795
C -0.850 3.184 -0.584 0.600 -0.596 -0.097
H -2.555 0.351 0.084 0.706 0.268 -0.549
C -1.912 4.762 1.354 -0.033 -0.072 1.898
F 0.012 -0.029 -2.237 -0.047 -0.167 0.108
C 1.904 0.427 2.383 0.216 0.396 -0.217
H 2.015 0.068 3.396 0.016 -0.184 -0.021
H -2.293 5.354 2.184 -0.049 0.066 -0.332
C -1.779 -2.967 1.561 0.387 -0.236 0.267
H -4.865 -0.216 2.734 0.238 0.047 -0.076
C -0.637 -1.380 0.097 -0.343 0.050 -0.688
H 2.343 0.251 -2.519 -0.062 -0.350 -0.254
C 2.738 4.062 2.342 -0.093 -0.137 -0.772
C -1.931 5.209 0.095 -0.050 0.575 -1.469
C 1.797 -6.212 -0.774 -0.066 0.788 0.321
C 2.092 -4.446 0.873 -0.124 0.562 -0.506
H 1.606 -7.259 -0.932 0.025 -0.166 -0.246
C -1.378 3.496 1.699 -0.440 0.650 1.080
C -0.790 -2.371 -0.892 -0.088 0.018 0.542
F -0.055 -1.406 -6.117 0.235 -0.500 -1.282
C -3.300 -0.070 0.710 -0.786 -0.239 -0.073
C 2.102 3.230 0.206 0.301 0.034 -0.048
C -3.870 -0.565 3.019 -0.383 -0.025 -0.326
I -1.251 2.908 3.712 -0.196 0.106 -0.250
C 1.925 -5.293 -1.832 0.254 -1.004 0.058
C -0.937 2.672 0.742 0.536 -1.480 -1.014
H -0.444 4.154 -4.197 -0.099 0.271 0.005
H -3.639 -0.222 4.004 0.078 0.044 0.728
H -3.835 -1.641 2.964 -0.105 -0.334 0.046
C -1.309 -3.633 -0.644 -0.192 -0.097 -0.014
N -2.826 -0.038 2.114 -0.139 0.557 0.527
H -4.208 0.548 0.628 0.236 -0.377 0.217
H -0.755 0.078 2.498 0.101 -0.010 -0.048
H 1.733 -6.471 1.352 0.031 0.039 -0.065
F -1.443 -0.813 -4.278 0.379 0.233 0.159
```
Positions in Å, forces in eV/Å.

ΔE to the lowest compared entry with this formula, charge and spin	0.0	kJ/mol
F_max	2.1	eV Å⁻¹
spin multiplicity	4
highest occupied orbital energy (alpha / beta)	-9.38 / -10.84	eV
lowest unoccupied orbital energy (alpha / beta)	-3.13 / -4.99	eV
charge	+1
gap between HOMO and LUMO (alpha / beta)	6.3 / 5.8	eV

Here are the Mulliken charges for atoms 1 to 4, given in e: atom 1 (F): -0.2850, atom 2 (H): 0.4978, atom 3 (C): -0.1647, atom 4 (H): 0.1688


Record 2
ORCA calculation (ωB97M-V/def2-TZVPD) on a structure of composition C32H29CrN7O2S in a non-equilibrium geometry.

Structure (XYZ):
```
72
Properties=species:S:1:pos:R:3:forces:R:3
N -0.212 2.081 -0.068 0.149 -0.403 0.347
C 0.702 -4.935 3.286 0.013 0.005 0.035
C 0.392 -4.448 2.027 -0.170 -0.084 0.030
N 0.466 -2.651 0.353 0.116 0.633 0.017
C 1.985 1.644 -0.592 0.636 -0.005 -0.174
N -1.532 -0.632 -0.658 0.274 0.411 -0.266
H -5.224 -0.148 -1.603 0.035 -0.009 0.026
H 2.121 -6.266 -1.962 -0.023 0.016 -0.003
O -2.692 -4.015 1.209 -0.139 -0.058 -0.039
H 2.440 -2.293 4.478 -0.003 -0.014 -0.008
H 3.439 6.775 -0.936 -0.017 -0.021 0.004
C -3.180 0.303 -2.108 0.052 -0.005 -0.021
H -1.308 -2.735 -1.664 0.021 -0.013 0.012
C -1.867 0.118 -1.717 -0.005 -0.048 0.022
H -0.213 -5.042 1.353 0.062 0.035 0.014
C 2.515 5.272 0.286 -0.013 -0.042 -0.020
C 5.205 -0.309 -0.908 0.095 0.177 0.001
H 2.896 -2.702 -0.399 -0.008 -0.024 0.005
N 0.821 1.195 -0.338 -0.491 0.279 -0.111
H 3.161 2.873 -2.665 0.016 0.021 0.050
H -1.055 0.590 -2.253 0.018 0.016 0.027
C 3.337 -1.731 -0.551 -0.007 0.027 0.090
C -4.178 -0.297 -1.365 -0.097 0.052 -0.059
C 0.411 -5.366 -2.906 0.022 0.012 0.057
C -2.500 -1.238 0.045 0.170 -0.023 0.041
C -0.538 -4.363 -2.808 0.007 0.039 0.018
H 2.335 5.943 1.116 0.008 -0.012 -0.021
H 0.402 -6.051 -3.743 0.007 0.017 0.008
H 2.122 -4.735 -0.056 -0.043 0.004 0.005
C 2.121 3.945 0.380 0.057 0.012 0.083
H 6.269 -0.153 -1.035 -0.039 -0.001 -0.033
H -5.590 -3.264 1.554 -0.007 -0.025 -0.013
S -0.245 0.322 1.997 0.122 -0.284 -0.471
C 1.560 -2.417 2.535 0.130 0.024 -0.001
C 1.863 -2.907 3.798 -0.023 -0.042 0.012
H 4.712 1.791 -0.960 -0.006 -0.026 -0.018
N -1.852 2.400 1.480 0.087 -0.123 0.104
N -4.835 -2.967 0.953 -0.033 0.044 0.057
C 0.819 -3.178 1.634 -0.132 0.042 -0.210
H -4.409 -4.910 0.458 0.017 -0.077 0.027
C 3.369 4.875 -1.927 -0.025 -0.018 0.034
C 0.420 -3.597 -0.725 0.159 0.192 0.232
H 1.687 -4.556 5.162 -0.018 0.010 -0.025
H -2.869 -4.363 2.090 0.002 0.006 0.013
C 1.377 -4.614 -0.834 0.086 -0.066 0.058
H 1.645 3.582 1.282 -0.005 0.005 -0.046
H -2.182 -1.846 0.883 0.013 0.071 -0.041
C 2.995 0.557 -0.692 -0.240 0.235 0.060
C -0.538 -3.487 -1.727 -0.071 -0.025 -0.158
H 5.326 -2.458 -0.820 0.000 0.008 0.034
C 2.362 3.074 -0.679 0.050 -0.067 -0.016
C -0.785 1.695 1.046 -0.204 0.355 -0.140
Cr 0.453 -0.781 -0.023 -0.351 -1.399 0.781
C 2.991 3.544 -1.829 -0.049 0.039 -0.126
H -2.228 2.204 2.390 -0.019 0.011 -0.002
N 2.505 -0.688 -0.491 -0.296 0.234 -0.114
C 3.135 5.739 -0.866 0.001 -0.027 0.003
C 4.343 0.779 -0.868 0.243 0.006 -0.065
C -4.932 -1.663 0.567 -0.007 0.075 -0.022
C 1.372 -5.486 -1.907 -0.047 0.024 -0.042
H -1.297 -4.256 -3.573 0.001 -0.016 0.006
C -3.899 -3.948 0.472 0.091 0.017 0.078
H 1.920 -1.435 2.259 0.009 0.022 -0.064
H -3.599 -3.703 -0.544 0.001 -0.007 -0.057
C 1.441 -4.170 4.181 -0.018 0.001 -0.052
C 4.694 -1.584 -0.772 -0.059 -0.120 -0.016
C -3.830 -1.098 -0.286 -0.107 -0.008 0.040
H 0.358 -5.922 3.570 0.016 0.025 0.004
O -5.861 -0.950 0.880 -0.005 -0.096 0.018
H -2.056 3.288 1.052 0.005 -0.001 -0.033
H 3.843 5.235 -2.831 -0.009 -0.008 0.028
H -3.403 0.924 -2.963 -0.002 -0.006 0.004
```
Positions in Å, forces in eV/Å.

F_max	1.6	eV Å⁻¹
spin multiplicity	2
highest occupied orbital energy (alpha / beta)	-10.26 / -10.45	eV
lowest unoccupied orbital energy (alpha / beta)	-3.80 / -3.37	eV
charge	+1
gap between HOMO and LUMO (alpha / beta)	6.5 / 7.1	eV

Here are the Mulliken charges for atoms 1 to 4, given in e: atom 1 (N): -1.4415, atom 2 (C): -0.8635, atom 3 (C): -0.2670, atom 4 (N): 1.5277


Record 3
ORCA calculation (ωB97M-V/def2-TZVPD) on a structure of composition C32H29IIrN3O.

Structure (XYZ):
```
67
Properties=species:S:1:pos:R:3:forces:R:3
H 2.289 0.862 -2.387 0.002 0.035 0.002
H -3.880 -3.243 -1.408 -0.022 -0.008 0.021
I 1.531 3.145 0.229 0.040 -0.022 -0.021
H -0.323 0.962 2.529 0.080 0.002 0.021
N 2.591 -0.036 0.700 -0.331 0.114 0.237
H 2.852 -2.484 -2.624 0.032 -0.044 0.003
H -3.127 -2.337 2.714 -0.043 -0.008 0.001
C 2.789 0.204 2.010 0.057 -0.091 -0.092
C -5.056 -2.937 0.971 -0.152 -0.065 0.005
C -2.972 4.903 0.276 0.003 0.030 -0.024
H 1.054 2.120 -2.558 0.012 0.011 0.011
H -4.948 3.163 0.169 -0.004 0.005 0.016
H -0.305 -1.599 -2.949 -0.090 -0.082 0.145
C 5.138 -0.168 1.802 0.064 -0.010 0.008
C -1.432 -2.273 1.410 -0.045 0.133 -0.094
H 0.847 -3.316 1.779 -0.077 -0.048 -0.066
C 3.659 -0.313 -0.052 -0.067 0.062 0.032
C 1.286 -3.097 0.815 0.023 0.034 -0.184
H -2.520 -0.321 0.019 0.006 -0.185 0.015
H 5.769 -0.613 -0.210 -0.003 0.004 -0.018
H -1.502 -3.003 -1.898 0.099 0.041 -0.077
H 1.581 0.041 3.788 0.087 0.004 -0.005
N 0.298 0.216 -2.050 0.156 0.003 -0.262
H -0.766 -1.994 2.215 0.068 0.003 -0.065
H -1.797 -0.048 -2.219 -0.002 0.008 -0.033
Ir 0.413 0.528 0.074 0.403 0.279 -0.466
H -1.239 1.609 -2.484 -0.006 -0.008 0.007
C 2.562 -3.569 0.555 0.113 -0.017 -0.160
C -3.850 1.333 0.124 -0.061 0.093 -0.066
O 0.405 0.444 2.155 -0.304 0.044 0.409
C 0.590 -1.217 -2.465 -0.065 -0.206 0.042
C 1.137 -2.155 -1.405 0.043 0.393 0.275
C -3.658 -2.790 0.680 0.068 0.079 0.011
C 1.626 0.635 2.873 0.073 -0.064 -0.118
H -4.726 0.697 0.102 0.006 -0.007 0.023
C -0.603 5.186 0.320 0.049 -0.028 -0.018
H 3.101 -4.107 1.323 0.026 0.001 -0.002
C -2.568 0.753 0.089 0.190 -0.111 0.078
H -2.024 6.807 0.404 0.003 0.007 -0.006
C -1.014 0.561 -2.663 -0.026 0.012 0.088
H 4.158 0.327 3.651 0.003 -0.007 0.016
C 4.045 0.133 2.593 -0.087 -0.021 -0.052
C -3.976 2.687 0.159 0.026 -0.084 0.016
H 1.242 0.892 -3.828 0.017 0.017 0.020
C 2.398 -2.682 -1.660 0.051 -0.023 0.140
C 3.100 -3.419 -0.713 -0.054 0.007 0.038
H 6.128 -0.221 2.234 0.008 -0.002 0.003
H -3.978 5.304 0.293 -0.004 0.002 0.002
C -0.444 3.832 0.239 -0.155 0.012 -0.049
C -1.849 -2.782 -0.901 0.041 0.013 0.205
H 4.063 -3.845 -0.957 0.019 0.023 -0.005
C 0.524 -2.441 -0.160 -0.036 -0.642 -0.122
C -3.194 -2.958 -0.622 -0.005 0.075 0.096
C -2.767 -2.460 1.702 -0.046 0.052 -0.166
H -0.959 0.374 -3.738 -0.034 0.012 -0.001
C -2.818 3.497 0.194 -0.026 0.049 0.024
C -0.947 -2.418 0.104 0.032 0.061 0.002
C 4.943 -0.386 0.449 0.039 -0.007 0.044
N -6.177 -3.042 1.197 0.051 0.019 -0.001
H 3.467 -0.483 -1.100 0.004 0.016 -0.023
H 1.347 -1.161 -3.248 -0.078 -0.089 -0.043
C -1.384 1.461 0.096 -0.326 0.187 -0.026
H 1.742 1.688 3.138 0.026 0.008 -0.032
C -1.520 2.901 0.169 0.061 -0.045 0.108
C 1.286 1.077 -2.752 0.073 -0.005 0.125
H 0.258 5.838 0.370 0.013 -0.001 0.002
C -1.897 5.736 0.337 -0.016 -0.018 0.008
```
Positions in Å, forces in eV/Å.

ΔE to the lowest compared entry with this formula, charge and spin	95.5	kJ/mol
F_max	0.7	eV Å⁻¹
spin multiplicity	2
highest occupied orbital energy (alpha / beta)	-10.27 / -10.22	eV
lowest unoccupied orbital energy (alpha / beta)	-2.63 / -3.25	eV
charge	+1
gap between HOMO and LUMO (alpha / beta)	7.6 / 7.0	eV

Here are the Mulliken charges for atoms 1 to 4, given in e: atom 1 (H): 0.1865, atom 2 (H): 0.5257, atom 3 (I): 0.1305, atom 4 (H): 0.2895